Molecular formula: C5H14NS
Method: DFT, ωB97M-V/def2-TZVPD

ΔE to the lowest compared entry with this formula, charge and spin	1.676	eV
HOMO-LUMO gap	0.3105	Ha
SMILES string	CSCC[C@H](C)[NH3+]
2S+1	1
total charge	+1

Geometry (Å):
1 H 4.2732 -0.5242 0.8842
2 H -1.2194 0.7717 1.3005
3 H 3.4824 1.0224 1.2921
4 H -1.7782 -2.2116 -0.7186
5 N -2.1937 -1.2906 -0.4239
6 H 1.2129 1.0222 1.2732
7 H 3.2340 -0.5171 2.2457
8 C 3.3892 -0.0884 1.2439
9 H -0.2318 -0.8711 1.2258
10 C 0.8559 0.6469 0.3893
11 H -2.4754 -1.3673 0.6115
12 H -3.0744 -1.1173 -1.0009
13 C -1.5207 0.9807 -1.6036
14 C -0.5455 0.0719 0.7047
15 H -0.2861 -0.9534 -0.9427
16 H -0.6308 1.1594 -2.1144
17 H -2.3672 0.7272 -2.3575
18 S 2.1800 -0.5245 -0.0611
19 C -1.1146 -0.2918 -0.6577
20 H -1.9601 1.7861 -0.9961
21 H 0.7704 1.5688 -0.2945



Molecular formula: C5H14NS2
Method: DFT, ωB97M-V/def2-TZVPD

ΔE to the lowest compared entry with this formula, charge and spin	10.909	eV
HOMO-LUMO gap	0.1567	Ha
2S+1	1
total charge	+1

Geometry (Å):
1 C -1.2610 -2.2478 0.6285
2 H -0.4370 -2.4890 -0.1432
3 H 3.4645 0.7181 0.6940
4 H 1.3467 1.0296 -0.3627
5 S -1.2580 1.8265 -0.6770
6 H -0.4601 -0.2510 1.1498
7 H -0.2614 -0.1513 -1.2186
8 H -3.3715 1.3730 0.4601
9 C 3.4806 1.0544 -0.3082
10 C -1.4159 -0.6462 0.6819
11 N -2.6075 -0.2473 1.4025
12 C -1.2385 -0.0365 -0.7310
13 C 2.1551 0.4720 -0.8318
14 H -2.2501 0.0626 2.3039
15 H 3.3874 2.0549 -0.1814
16 H -0.6596 -2.3930 1.5600
17 H -3.2442 0.6184 0.9376
18 H 4.2888 0.5690 -0.7422
19 H -2.0831 -0.3750 -1.3657
20 S 1.7869 -1.0959 0.1620
21 H -2.2432 -2.7196 0.6069
22 H 1.9909 0.4182 -1.9128



Molecular formula: C5H14NS2
Method: DFT, ωB97M-V/def2-TZVPD

ΔE to the lowest compared entry with this formula, charge and spin	2.492	eV
HOMO-LUMO gap	0.2964	Ha
SMILES string	CCSSC[C@@H](C)[NH3+]
2S+1	1
total charge	+1

Geometry (Å):
1 C 0.9556 1.5953 -0.3907
2 C -0.7971 -2.6673 -0.0038
3 H -1.1345 -3.7271 -0.3658
4 H -1.4761 -2.9472 2.1080
5 S -2.0453 -1.4848 -0.3626
6 H 0.2256 -2.4560 -0.4164
7 H 0.9111 -0.4873 -0.6084
8 N 0.2522 2.8664 0.4128
9 H 0.0451 2.4714 1.2655
10 C 0.5556 0.2380 0.1385
11 H 1.1682 -0.1472 0.9385
12 H 0.1649 -2.3362 1.9741
13 H -0.3775 -4.0029 1.6032
14 H 0.9964 3.6432 0.4853
15 C 0.3482 1.6934 -1.7837
16 H 1.1060 1.2581 -2.4179
17 H 0.0469 2.6465 -2.1965
18 S -1.2016 0.1353 0.4836
19 C -0.5930 -2.9036 1.4529
20 H -0.5700 3.4030 -0.0364
21 H -0.4970 1.1478 -1.9712
22 H 1.9164 2.0611 -0.3091



Molecular formula: C5H14O
Method: DFT, ωB97M-V/def2-TZVPD

ΔE to the lowest compared entry with this formula, charge and spin	1.905	eV
HOMO-LUMO gap	0.4175	Ha
SMILES string	CC(C)O.CC
2S+1	1

Geometry (Å):
1 C 1.1260 2.4061 1.2075
2 O -0.2116 0.4550 1.5736
3 C -1.6315 -2.1064 -0.3652
4 H -2.2386 -2.8364 0.0640
5 H -0.4736 0.6889 -0.9764
6 C 0.8177 0.9775 0.7058
7 H 0.7674 3.1337 0.6130
8 H -0.7914 1.0975 1.8374
9 H 0.7161 2.6143 2.2329
10 H -2.3116 -1.7014 -1.0373
11 H -0.6029 -3.1247 -1.9189
12 H 1.3445 0.6827 -1.3887
13 H 2.2008 2.6242 1.1857
14 H 1.6880 0.3139 0.9362
15 C 0.5305 1.0212 -0.8359
16 H 0.3781 2.0756 -1.2227
17 H 0.4181 -2.9356 -0.3264
18 H -0.0266 -1.4996 -1.5561
19 H -1.3515 -1.4270 0.3622
20 C -0.3478 -2.4596 -1.0906



Summary of F_max in eV/Å
4.16, 3.66, 4.10, 4.30
(order as listed above)
Summary of E_tot in hartree
-651.550929, -1049.410825, -1049.720128, -274.072058
(order as listed above)
Summary of E_HOMO in eV
-12.06, -12.94, -11.69, -10.32
(order as listed above)